C33H72N4O3 | wB97M-V/def2-TZVPD

XYZ file:
```
112
Properties=species:S:1:pos:R:3:mulliken_charge:R:1
N -1.48 0.58 0.64 0.920
O -2.08 1.68 0.64 -0.612
O -0.32 0.56 1.12 -0.676
O -2.08 -0.43 0.25 -0.630
C -3.96 -4.98 3.65 -1.174
C -3.78 -6.15 2.69 -0.713
C -3.41 -5.66 1.27 -0.260
C -2.09 -4.85 1.09 -0.885
N -1.73 -4.44 -0.35 0.621
C -2.82 -3.55 -0.90 -0.578
C -3.80 -4.34 -1.77 -0.840
C -3.15 -5.71 -2.00 -0.683
C -1.78 -5.62 -1.28 -0.897
C -0.35 -3.80 -0.40 -1.009
C 0.86 -4.73 -0.39 -0.208
C 2.17 -3.97 -0.14 -1.402
H -3.08 -4.39 3.90 0.313
H -4.30 -5.42 4.59 0.394
H -4.77 -4.37 3.25 0.318
H -4.70 -6.72 2.56 0.354
H -3.11 -6.94 3.03 0.410
H -4.22 -4.99 0.96 0.224
H -3.37 -6.51 0.59 0.248
H -1.18 -5.39 1.35 0.324
H -2.20 -3.98 1.73 0.397
H -2.23 -2.80 -1.44 0.278
H -3.24 -2.95 -0.09 0.524
H -4.00 -3.91 -2.75 0.376
H -4.78 -4.34 -1.28 0.412
H -2.95 -6.17 -2.97 0.436
H -3.82 -6.46 -1.57 0.275
H -0.99 -5.62 -2.03 0.436
H -1.46 -6.46 -0.66 0.542
H -0.34 -3.04 0.39 0.581
H -0.27 -3.15 -1.26 0.397
H 0.94 -5.21 -1.37 0.399
H 0.86 -5.53 0.36 0.362
H 2.32 -3.69 0.91 0.319
H 2.01 -3.01 -0.64 0.280
H 3.03 -4.50 -0.54 0.429
C 8.39 -0.50 2.99 -1.140
C 7.71 0.60 2.14 -0.783
C 6.35 1.10 2.69 -0.405
C 5.21 0.09 2.49 -0.836
N 3.78 0.64 2.46 0.895
C 2.75 -0.48 2.65 -0.451
C 2.22 -0.52 4.05 -0.924
C 2.08 1.00 4.31 -0.523
C 3.32 1.54 3.66 -0.595
C 3.44 1.31 1.12 -1.255
C 3.55 0.40 -0.09 0.429
C 3.39 1.22 -1.36 -1.552
H 9.41 -0.63 2.62 0.391
H 7.81 -1.41 2.87 0.283
H 8.44 0.00 3.96 0.297
H 7.51 0.30 1.10 0.382
H 8.37 1.46 2.10 0.440
H 6.05 1.85 1.95 0.243
H 6.34 1.68 3.61 0.448
H 5.32 -0.75 3.18 0.442
H 5.47 -0.25 1.49 0.166
H 1.97 -0.49 1.89 0.292
H 3.31 -1.40 2.47 0.207
H 1.26 -1.02 4.17 0.398
H 2.88 -1.11 4.68 0.356
H 1.17 1.30 3.79 0.257
H 2.00 1.25 5.37 0.453
H 3.33 2.60 3.41 0.257
H 4.18 1.27 4.29 0.385
H 4.26 2.04 1.17 0.465
H 2.44 1.71 1.26 0.671
H 2.70 -0.29 -0.01 -0.088
H 4.37 -0.31 -0.19 0.366
H 2.63 1.99 -1.29 0.217
H 3.11 0.64 -2.24 0.455
H 4.29 1.82 -1.52 0.405
C -5.59 6.22 -0.28 -1.354
C -4.11 5.84 -0.36 -0.411
C -3.68 5.00 -1.53 -0.375
C -2.23 4.48 -1.36 -0.958
N -1.85 3.53 -2.51 0.963
C -2.75 2.30 -2.65 -0.881
C -1.85 1.06 -2.85 0.028
C -0.43 1.53 -2.90 -0.683
C -0.49 2.94 -2.24 -1.043
C -1.82 4.21 -3.87 -1.136
C -0.85 5.39 -3.95 -0.411
C -1.40 6.41 -4.91 -1.542
H -5.80 6.57 0.73 0.373
H -6.28 5.38 -0.47 0.352
H -5.97 6.93 -1.01 0.357
H -3.84 5.23 0.51 0.335
H -3.43 6.69 -0.31 0.344
H -3.75 5.63 -2.43 0.123
H -4.39 4.19 -1.72 0.466
H -2.27 3.84 -0.48 0.411
H -1.50 5.28 -1.29 0.534
H -3.39 2.39 -3.53 0.195
H -3.48 2.20 -1.85 0.388
H -2.16 0.59 -3.78 0.466
H -2.17 0.41 -2.03 -0.252
H -0.14 1.69 -3.94 0.394
H 0.28 0.84 -2.45 0.275
H 0.29 3.69 -2.38 0.462
H -0.39 2.79 -1.16 0.470
H -2.84 4.51 -4.07 0.544
H -1.56 3.37 -4.52 0.709
H 0.16 5.15 -4.31 0.429
H -0.66 5.91 -3.01 0.279
H -1.64 5.93 -5.87 0.349
H -0.84 7.33 -5.07 0.414
H -2.33 6.82 -4.51 0.336
```

Its net charge is +2. For the gap between HOMO and LUMO, the calculation gives 8.93 eV.

C33H72N6O21 | wB97M-V/def2-TZVPD

XYZ file:
```
132
Properties=species:S:1:pos:R:3:mulliken_charge:R:1
C -19.43 -13.44 15.32 -0.587
O -18.94 -12.17 14.81 -0.357
C -18.36 -11.32 15.57 0.822
O -18.01 -11.51 16.74 -0.611
O -17.79 -10.38 14.79 -0.291
C -17.94 -10.21 13.37 -0.572
H -19.87 -13.97 14.47 0.237
H -20.11 -13.35 16.17 0.291
H -18.59 -14.04 15.67 0.253
H -17.42 -9.38 12.89 0.235
H -19.01 -10.18 13.16 0.299
H -17.66 -11.16 12.90 0.282
C -10.68 -3.22 15.49 -0.669
O -11.36 -4.41 15.68 -0.254
C -12.65 -4.46 16.07 0.675
O -13.39 -3.54 16.34 -0.551
O -12.96 -5.78 16.05 -0.232
C -14.34 -6.17 16.17 -0.631
H -10.23 -2.76 16.36 0.288
H -11.10 -2.41 14.89 0.321
H -9.89 -3.59 14.83 0.243
H -14.91 -5.85 15.29 0.296
H -14.81 -5.71 17.04 0.308
H -14.30 -7.25 16.26 0.204
C -11.41 -11.64 24.06 -0.542
O -11.42 -10.23 23.97 -0.286
C -11.03 -9.54 22.84 0.738
O -10.53 -10.03 21.80 -0.582
O -11.40 -8.24 23.01 -0.286
C -11.06 -7.22 22.09 -0.622
H -11.96 -12.07 24.90 0.293
H -10.42 -12.07 24.14 0.299
H -11.91 -12.09 23.20 0.169
H -10.00 -7.00 22.27 0.287
H -11.69 -6.34 22.22 0.227
H -11.22 -7.54 21.06 0.296
C -8.81 -7.87 2.86 -0.687
O -9.65 -8.72 3.59 -0.292
C -10.02 -8.45 4.84 0.813
O -9.73 -7.47 5.55 -0.599
O -10.73 -9.48 5.31 -0.317
C -11.03 -9.59 6.70 -0.642
H -9.41 -7.09 2.39 0.290
H -8.20 -8.49 2.20 0.263
H -8.05 -7.30 3.39 0.335
H -12.09 -9.45 6.94 0.241
H -10.38 -8.99 7.34 0.355
H -10.77 -10.61 6.96 0.240
C -8.07 -11.84 10.89 -0.636
O -8.04 -10.42 11.08 -0.285
C -7.55 -9.81 12.22 0.758
O -7.24 -10.37 13.27 -0.585
O -7.66 -8.46 11.99 -0.283
C -7.26 -7.46 12.93 -0.615
H -7.17 -12.09 10.33 0.301
H -8.87 -12.16 10.22 0.217
H -8.21 -12.35 11.84 0.307
H -7.55 -6.44 12.67 0.246
H -6.18 -7.46 13.02 0.282
H -7.57 -7.66 13.96 0.285
C -10.55 -10.84 16.49 -0.947
C -11.43 -11.32 15.34 0.746
O -11.80 -12.54 15.30 -0.708
N -11.80 -10.47 14.35 -0.121
C -12.47 -10.80 13.10 -0.845
H -10.53 -11.49 17.36 0.263
H -11.01 -9.90 16.78 0.288
H -9.53 -10.78 16.10 0.220
H -11.31 -9.58 14.35 0.228
H -13.36 -11.39 13.31 0.267
H -11.70 -11.42 12.63 0.297
H -12.70 -9.95 12.46 0.319
C -14.91 -17.42 16.99 -0.982
C -13.40 -17.79 16.99 0.727
O -13.05 -18.96 17.14 -0.665
N -12.49 -16.86 16.76 -0.133
C -11.06 -17.08 16.81 -0.882
H -15.43 -18.22 16.46 0.295
H -15.12 -16.46 16.54 0.318
H -15.25 -17.53 18.02 0.252
H -12.82 -15.93 16.53 0.174
H -10.50 -16.43 16.14 0.307
H -10.97 -18.12 16.48 0.324
H -10.66 -16.96 17.81 0.268
C -15.95 -10.91 22.67 -0.905
C -15.42 -12.15 22.05 0.699
O -15.38 -13.16 22.73 -0.642
N -14.97 -12.11 20.79 -0.113
C -14.21 -13.11 20.12 -1.071
H -14.99 -10.44 22.88 0.151
H -16.51 -11.17 23.57 0.281
H -16.55 -10.32 21.98 0.362
H -15.33 -11.39 20.18 0.235
H -14.20 -14.09 20.61 0.331
H -13.14 -12.89 20.07 0.291
H -14.61 -13.42 19.16 0.383
C -16.54 -8.05 7.55 -0.898
C -17.60 -9.13 7.31 0.740
O -18.24 -9.62 8.27 -0.688
N -17.75 -9.63 6.12 -0.204
C -18.43 -10.84 5.68 -0.898
H -15.87 -8.04 6.70 0.283
H -15.99 -8.30 8.46 0.249
H -16.92 -7.04 7.70 0.254
H -17.18 -9.15 5.43 0.200
H -19.02 -10.52 4.81 0.340
H -19.23 -11.23 6.31 0.318
H -17.85 -11.69 5.32 0.304
C -5.62 -9.55 18.07 -0.949
C -4.38 -9.07 17.37 0.676
O -3.63 -8.36 18.09 -0.654
N -4.06 -9.41 16.10 -0.183
C -3.01 -8.85 15.28 -0.871
H -5.90 -10.54 17.72 0.325
H -6.43 -8.87 17.79 0.232
H -5.35 -9.53 19.12 0.286
H -4.86 -9.74 15.58 0.254
H -2.07 -9.36 15.46 0.265
H -2.91 -7.77 15.43 0.272
H -3.34 -9.09 14.27 0.351
C -8.11 -14.67 21.57 -1.056
C -7.58 -15.45 22.77 0.794
O -6.45 -15.18 23.19 -0.655
N -8.37 -16.36 23.23 -0.204
C -8.25 -17.15 24.48 -0.861
H -7.50 -13.78 21.44 0.270
H -9.17 -14.45 21.72 0.290
H -8.05 -15.30 20.68 0.302
H -9.26 -16.49 22.76 0.209
H -7.90 -18.15 24.21 0.277
H -9.11 -17.31 25.12 0.322
H -7.55 -16.61 25.13 0.315
```

For the gap between HOMO and LUMO, the calculation gives 9.13 eV.